(1)
Density functional theory data (the ωB97M-V functional and the def2-TZVPD basis) for 13 unconnected molecules or ions with the total composition C48H89F15O30 at a distorted geometry.

```
182
C48H89F15O30 | the Open Molecules 2025 dataset | the ωB97M-V functional and the def2-TZVPD basis
C 3.513 3.142 3.698
C 2.773 1.809 3.496
O 2.338 1.238 4.766
C 1.842 0.009 4.701
O 1.720 -0.653 3.710
C 1.477 -0.441 6.164
F 2.426 0.036 7.013
F 0.300 0.066 6.545
F 1.419 -1.781 6.248
H 2.861 3.967 3.979
H 4.106 3.309 2.799
H 4.163 3.017 4.562
H 3.441 1.049 3.060
H 1.909 1.866 2.825
C -4.741 -8.922 -0.943
C -4.097 -9.378 -2.176
O -3.827 -8.224 -3.104
C -2.736 -7.532 -2.809
O -2.053 -7.727 -1.848
C -2.535 -6.387 -3.839
F -3.636 -6.118 -4.543
F -2.155 -5.292 -3.144
F -1.567 -6.771 -4.712
H -5.564 -8.265 -1.208
H -4.035 -8.400 -0.303
H -5.238 -9.696 -0.375
H -4.732 -9.995 -2.804
H -3.176 -9.940 -2.025
C 0.321 -5.105 2.489
C -0.391 -4.547 3.670
O -0.367 -5.573 4.729
C -1.031 -5.242 5.811
O -1.560 -4.194 6.073
C -0.972 -6.408 6.813
F 0.071 -7.220 6.599
F -0.880 -5.861 8.013
F -2.090 -7.147 6.763
H 0.346 -4.362 1.671
H -0.199 -5.979 2.087
H 1.360 -5.382 2.664
H -1.448 -4.367 3.513
H 0.055 -3.638 4.073
C 1.127 4.584 -3.038
C 1.880 4.982 -4.250
O 2.306 6.370 -4.191
C 3.526 6.565 -3.614
O 4.241 5.726 -3.164
C 3.895 8.018 -3.736
F 3.435 8.634 -4.820
F 3.416 8.726 -2.702
F 5.219 8.112 -3.724
H 0.280 5.251 -2.856
H 1.775 4.640 -2.181
H 0.654 3.594 -3.150
H 1.325 5.011 -5.188
H 2.646 4.214 -4.357
C 1.528 -6.345 -0.887
C 2.356 -5.338 -1.594
O 3.303 -4.882 -0.565
C 3.205 -3.565 -0.325
O 2.560 -2.766 -0.926
C 3.954 -3.208 0.911
F 4.636 -4.223 1.435
F 4.863 -2.239 0.687
F 3.061 -2.891 1.836
H 0.812 -5.882 -0.207
H 2.159 -7.100 -0.405
H 0.910 -6.870 -1.621
H 1.809 -4.470 -1.965
H 2.964 -5.760 -2.390
C 1.965 5.821 1.795
O 2.420 6.684 0.759
C 3.646 7.171 0.959
O 4.322 6.952 1.899
O 3.977 8.031 -0.003
C 5.255 8.642 0.311
H 0.900 5.686 1.661
H 2.173 6.256 2.772
H 2.497 4.876 1.779
H 5.140 9.365 1.109
H 5.629 9.146 -0.572
H 5.962 7.873 0.640
C -6.221 0.199 -3.190
O -4.840 0.251 -3.699
C -4.021 0.988 -3.000
O -4.337 1.599 -2.008
O -2.793 0.857 -3.546
C -1.784 1.555 -2.769
H -6.270 -0.419 -2.275
H -6.819 -0.240 -3.987
H -6.562 1.201 -2.958
H -2.143 2.552 -2.493
H -0.863 1.684 -3.350
H -1.616 0.971 -1.877
C -3.066 2.863 3.046
O -3.460 1.477 2.997
C -2.847 0.749 3.893
O -2.050 1.168 4.666
O -3.208 -0.548 3.718
C -2.498 -1.435 4.617
H -3.662 3.357 2.289
H -2.007 2.960 2.824
H -3.298 3.292 4.019
H -2.781 -1.196 5.637
H -1.427 -1.331 4.498
H -2.804 -2.452 4.361
C -4.113 -0.715 0.540
O -5.294 -1.504 0.339
C -5.119 -2.843 0.696
O -4.073 -3.234 1.196
O -6.141 -3.536 0.410
C -6.013 -4.937 0.717
H -3.793 -0.688 1.585
H -4.369 0.292 0.199
H -3.304 -1.089 -0.085
H -5.175 -5.340 0.177
H -6.951 -5.338 0.368
H -5.840 -4.990 1.779
C -2.427 4.953 -0.469
O -2.451 5.202 0.953
C -3.198 6.370 1.233
C -2.481 7.619 0.887
O -1.232 7.753 1.538
C -1.341 8.403 2.778
H -1.976 3.976 -0.656
H -1.847 5.744 -0.970
H -3.468 4.919 -0.852
H -3.388 6.382 2.318
H -4.178 6.363 0.725
H -3.127 8.496 1.101
H -2.320 7.673 -0.194
H -1.959 7.810 3.464
H -1.719 9.431 2.653
H -0.370 8.472 3.239
C 1.498 -5.327 -4.735
O 2.785 -4.839 -4.483
C 3.025 -3.635 -5.150
C 2.236 -2.546 -4.486
O 0.955 -2.479 -5.056
C 0.223 -1.447 -4.459
H 0.709 -4.802 -4.188
H 1.455 -6.348 -4.393
H 1.254 -5.266 -5.790
H 2.699 -3.696 -6.192
H 4.116 -3.496 -5.154
H 2.739 -1.569 -4.606
H 2.177 -2.809 -3.415
H 0.286 -1.444 -3.362
H -0.845 -1.514 -4.721
H 0.580 -0.459 -4.801
C 4.620 3.591 -0.348
O 4.810 2.475 0.515
C 5.214 1.320 -0.189
C 4.017 0.623 -0.890
O 3.702 1.237 -2.098
C 2.438 0.887 -2.582
H 5.404 3.605 -1.109
H 4.656 4.490 0.253
H 3.654 3.577 -0.845
H 5.747 0.604 0.458
H 5.913 1.610 -0.993
H 3.213 0.657 -0.143
H 4.240 -0.436 -1.077
H 2.407 1.289 -3.584
H 1.641 1.328 -1.958
H 2.302 -0.194 -2.698
C -0.748 -2.853 -0.726
O -0.714 -1.472 -0.632
C -0.635 -1.136 0.703
C -0.622 0.364 0.864
O 0.581 0.921 0.450
C 0.500 2.330 0.391
H -1.632 -3.273 -0.213
H 0.188 -3.319 -0.341
H -0.899 -3.134 -1.772
H 0.300 -1.521 1.156
H -1.495 -1.562 1.269
H -0.830 0.660 1.901
H -1.465 0.769 0.253
H -0.226 2.638 -0.398
H 1.481 2.713 0.116
H 0.241 2.791 1.353
```

Results
- HOMO level: -0.3442 hartree
- Calculated total energy: -5637.46983 a.u.
- Net charge: 0
- Kohn-Sham gap: 0.356 hartree
- ΔE to the lowest compared entry with this formula, charge and spin: 0.0000 eV

(2)
Density functional theory data (the ωB97M-V functional and the def2-TZVPD basis) for 11 unconnected molecules or ions with the total composition C48H90FNO14PS at a distorted geometry.

```
156
C48H90FNO14PS | the Open Molecules 2025 dataset | the ωB97M-V functional and the def2-TZVPD basis
C -0.271 4.538 1.794
C 0.306 3.174 1.333
F 0.335 3.062 -0.055
C -0.527 2.002 1.845
C 0.172 0.875 2.247
C -0.558 -0.223 2.680
C 0.162 -1.512 3.112
O 0.871 -1.498 4.078
O -0.045 -2.585 2.324
C -1.963 -0.161 2.712
C -2.577 0.994 2.302
P -4.415 1.066 2.313
O -4.995 0.965 3.804
O -4.892 -0.318 1.580
S -5.044 2.606 1.357
N -1.848 2.035 1.893
H -1.191 4.407 2.373
H 0.487 5.001 2.437
H -0.439 5.217 0.952
H 1.348 3.078 1.650
H 1.260 0.889 2.187
H -0.023 -2.273 1.397
H -2.545 -1.022 3.035
H -5.901 0.621 3.711
H -4.245 -0.451 0.865
H -2.367 2.876 1.610
C -5.504 7.794 -1.184
C -5.563 7.710 0.336
C -5.570 6.207 0.565
O -4.831 5.622 -0.515
C -4.608 6.614 -1.527
H -5.118 8.741 -1.557
H -6.501 7.641 -1.603
H -4.660 8.150 0.767
H -6.426 8.210 0.771
H -6.589 5.804 0.533
H -5.114 5.923 1.515
H -3.550 6.897 -1.497
H -4.826 6.189 -2.508
C 1.675 -4.096 5.832
C 1.256 -4.447 7.252
C 2.603 -4.589 7.945
O 3.505 -3.695 7.280
C 2.896 -3.227 6.070
H 0.903 -3.591 5.260
H 1.960 -5.004 5.294
H 0.695 -3.617 7.690
H 0.644 -5.345 7.323
H 2.998 -5.605 7.844
H 2.558 -4.338 9.006
H 2.614 -2.178 6.217
H 3.617 -3.282 5.254
C 4.172 0.573 -0.888
C 4.900 1.886 -0.644
C 3.882 2.666 0.168
O 3.124 1.698 0.920
C 3.418 0.383 0.418
H 4.833 -0.260 -1.120
H 3.466 0.689 -1.715
H 5.797 1.706 -0.046
H 5.197 2.397 -1.556
H 3.187 3.209 -0.481
H 4.345 3.378 0.853
H 4.035 -0.131 1.162
H 2.488 -0.178 0.290
C -0.091 -3.759 -3.132
C -1.318 -4.395 -2.497
C -0.927 -4.442 -1.032
O -0.054 -3.321 -0.804
C 0.333 -2.761 -2.068
H -0.287 -3.292 -4.097
H 0.687 -4.514 -3.271
H -2.183 -3.744 -2.631
H -1.564 -5.376 -2.902
H -0.372 -5.355 -0.797
H -1.788 -4.378 -0.365
H -0.190 -1.805 -2.189
H 1.407 -2.572 -2.072
C 9.150 -0.043 -3.009
C 9.426 1.442 -3.192
C 8.048 1.974 -3.551
O 7.095 1.132 -2.886
C 7.767 -0.027 -2.378
H 9.890 -0.555 -2.396
H 9.112 -0.537 -3.983
H 9.761 1.877 -2.246
H 10.176 1.661 -3.950
H 7.864 1.907 -4.628
H 7.901 3.008 -3.238
H 7.830 0.068 -1.288
H 7.185 -0.919 -2.616
C 0.191 4.302 -5.223
C -0.232 3.969 -3.799
C 1.112 3.805 -3.106
O 2.029 4.674 -3.776
C 1.432 5.149 -4.989
H -0.574 4.819 -5.800
H 0.458 3.385 -5.755
H -0.776 4.813 -3.366
H -0.862 3.083 -3.721
H 1.487 2.779 -3.202
H 1.074 4.063 -2.048
H 1.172 6.203 -4.849
H 2.153 5.075 -5.803
C 4.361 0.523 9.775
C 4.513 -0.799 9.034
C 5.273 -0.374 7.789
O 6.084 0.744 8.165
C 5.680 1.209 9.458
H 4.185 0.411 10.844
H 3.530 1.093 9.350
H 5.119 -1.488 9.627
H 3.567 -1.289 8.807
H 4.588 -0.046 6.998
H 5.906 -1.168 7.392
H 6.457 0.927 10.177
H 5.598 2.297 9.446
C -6.460 -3.567 -2.432
C -6.931 -3.232 -1.026
C -5.682 -3.506 -0.199
O -4.560 -3.231 -1.052
C -5.023 -3.078 -2.404
H -7.051 -3.097 -3.217
H -6.486 -4.648 -2.586
H -7.193 -2.173 -0.967
H -7.792 -3.815 -0.702
H -5.627 -4.557 0.103
H -5.619 -2.885 0.696
H -4.961 -2.016 -2.666
H -4.376 -3.639 -3.078
C -7.518 2.189 -1.479
C -8.820 2.444 -2.224
C -8.715 1.453 -3.374
O -7.949 0.340 -2.887
C -7.348 0.694 -1.639
H -7.538 2.499 -0.436
H -6.699 2.714 -1.978
H -9.669 2.187 -1.586
H -8.945 3.474 -2.556
H -8.180 1.885 -4.226
H -9.689 1.103 -3.719
H -7.871 0.153 -0.841
H -6.299 0.389 -1.637
C 2.558 -7.522 -6.957
C 3.257 -6.197 -6.690
C 2.216 -5.456 -5.866
O 1.483 -6.449 -5.137
C 1.807 -7.747 -5.655
H 3.239 -8.336 -7.201
H 1.852 -7.409 -7.783
H 4.157 -6.365 -6.092
H 3.545 -5.660 -7.593
H 1.509 -4.919 -6.508
H 2.661 -4.745 -5.168
H 2.435 -8.258 -4.918
H 0.892 -8.324 -5.791
```

Results
- HOMO level: -0.3845 hartree
- Calculated total energy: -3830.16807 a.u.
- Net charge: +1
- Kohn-Sham gap: 0.214 hartree

Q: Among the records above, which one has the lowest net charge?
A: C48H89F15O30

Q: Which value of HOMO level does entry 1 give?
A: -0.3442 hartree

Q: Look up the calculated total energy of the second one.
A: -3830.16807 a.u.